Entry from the OMol25 dataset: a cluster of 7 separate species, C60H71BClF8IN3O2Si in total (the ωB97M-V functional and the def2-TZVPD basis).

The calculation puts the frontier orbital gap at 0.253 Ha.

The geometry in ORCA input format:
```
! wB97M-V def2-TZVPD RIJCOSX def2/J DEFGRID3
* xyz -1 1
C 2.4683 0.9640 4.6935
C 1.7431 1.8794 3.5964
Cl 0.3019 2.6202 4.4474
C 1.3762 0.9220 2.3979
B 1.1457 1.6709 0.9482
C 2.4508 2.3219 0.1887
F 2.0176 3.5537 -0.3954
F 3.5440 2.6106 1.0604
C 3.0491 1.3927 -0.9412
C 3.4640 -0.0357 -0.4126
Si 5.1101 -0.6925 -1.0938
C 5.1633 -0.8266 -3.0009
C 6.4863 0.4852 -0.4900
C 5.3762 -2.4110 -0.2486
C 4.1516 -3.2581 -0.1592
C 4.1496 -4.5733 0.4864
C 5.4454 -5.0189 1.0651
C 6.6677 -4.2048 0.9603
C 6.6594 -2.8693 0.3039
O 0.0206 2.6105 1.2328
C -1.1973 1.8678 1.1329
C -0.9483 0.6558 0.0594
C -1.5802 -0.7185 0.5024
C -0.5836 -1.6786 1.2501
C -0.8871 -3.2333 1.0472
C -2.4091 -3.5843 0.9120
N -2.7370 -5.0431 0.7411
C -1.5747 -5.9009 0.7000
N -1.2458 -6.4914 1.8014
N -0.7480 -6.1164 -0.4670
C -1.4174 1.3351 -1.2986
C -1.6035 0.3570 -2.5236
C -0.5537 -0.8204 -2.6064
I -3.6775 -0.3630 -2.7264
O 0.4709 0.7453 -0.0076
H 3.4569 0.5993 4.3319
H 1.7836 0.0680 4.8142
H 2.4943 1.4669 5.6958
H 2.4765 2.6858 3.3483
H 2.2152 0.1522 2.3521
H 0.4714 0.3308 2.7366
H 3.9315 1.9434 -1.3993
H 2.2815 1.3262 -1.7633
H 2.6622 -0.7626 -0.7467
H 3.5383 -0.0503 0.7065
H 4.7828 0.1402 -3.4390
H 6.2238 -0.9358 -3.3814
H 4.5198 -1.6614 -3.4002
H 7.4091 -0.1352 -0.3168
H 6.7433 1.2525 -1.2678
H 6.1891 0.9182 0.4995
H 3.1836 -2.8754 -0.5812
H 3.2100 -5.1640 0.5545
H 5.4271 -6.0113 1.5842
H 7.6199 -4.5876 1.4167
H 7.5638 -2.2253 0.2209
H -1.9672 2.6336 0.8333
H -1.5856 1.4464 2.1068
H -2.4255 -0.4958 1.2146
H -2.0198 -1.2227 -0.3951
H -0.6201 -1.4971 2.3658
H 0.4966 -1.5306 0.9650
H -0.4070 -3.7514 1.9305
H -0.2638 -3.5498 0.1540
H -2.9297 -3.0406 0.0717
H -2.9327 -3.2463 1.8585
H -3.1528 -5.1242 -0.1991
H -0.4098 -7.0702 1.6524
H 0.2352 -6.2462 -0.2055
H -0.7530 -5.3173 -1.1046
H -2.4149 1.8212 -1.0951
H -0.6981 2.1792 -1.4988
H -1.4489 0.9821 -3.4522
H -1.0060 -1.7999 -2.2741
H -0.3245 -0.9678 -3.7077
H 0.4264 -0.6040 -2.1110
F -4.5452 -5.0373 -1.3987
C -5.5198 -5.8452 -1.8591
C -5.6743 -6.0093 -3.2230
C -6.6753 -6.8462 -3.6979
C -7.5153 -7.4996 -2.8034
C -7.3514 -7.3212 -1.4342
C -6.3436 -6.4930 -0.9577
H -5.0149 -5.4850 -3.9044
H -6.8009 -6.9885 -4.7632
H -8.2992 -8.1495 -3.1753
H -8.0090 -7.8277 -0.7376
H -6.1945 -6.3485 0.1054
F -3.4986 3.8364 -0.6787
C -4.4826 4.1486 -1.5329
C -4.1668 4.7232 -2.7517
C -5.1867 5.0430 -3.6386
C -6.5106 4.7949 -3.2931
C -6.8151 4.2221 -2.0641
C -5.7958 3.8915 -1.1804
H -3.1303 4.9166 -2.9998
H -4.9499 5.4862 -4.5985
H -7.3060 5.0491 -3.9846
H -7.8472 4.0326 -1.7938
H -6.0139 3.4363 -0.2221
F 4.3092 -1.3300 3.9963
C 5.4523 -1.4549 4.6838
C 5.4462 -1.2531 6.0528
C 6.6313 -1.3877 6.7650
C 7.8086 -1.7117 6.0992
C 7.8010 -1.9069 4.7225
C 6.6152 -1.7834 4.0101
H 4.5207 -0.9932 6.5519
H 6.6375 -1.2395 7.8384
H 8.7337 -1.8122 6.6557
H 8.7196 -2.1554 4.2037
H 6.5878 -1.9405 2.9384
F -2.7605 10.6670 -0.9014
C -2.4324 9.4459 -0.4347
C -1.2065 9.2612 0.1787
C -0.8692 8.0031 0.6646
C -1.7577 6.9435 0.5217
C -2.9850 7.1420 -0.1013
C -3.3277 8.4019 -0.5781
H -0.5235 10.0973 0.2734
H 0.0855 7.8485 1.1535
H -1.4919 5.9611 0.8969
H -3.6739 6.3151 -0.2155
H -4.2830 8.5761 -1.0584
F 2.9584 11.7003 6.0802
C 2.0221 11.3017 5.1999
C 0.7167 11.1373 5.6269
C -0.2506 10.7306 4.7166
C 0.1009 10.4834 3.3943
C 1.4171 10.6478 2.9799
C 2.3838 11.0649 3.8863
H 0.4637 11.3267 6.6629
H -1.2778 10.6056 5.0377
H -0.6537 10.1621 2.6865
H 1.6913 10.4508 1.9499
H 3.4127 11.2066 3.5793
F -5.1284 -8.7598 -5.0797
C -4.1278 -8.6500 -5.9696
C -4.2940 -9.1607 -7.2446
C -3.2603 -9.0416 -8.1649
C -2.0706 -8.4233 -7.7963
C -1.9152 -7.9188 -6.5103
C -2.9516 -8.0274 -5.5920
H -5.2251 -9.6462 -7.5105
H -3.3817 -9.4310 -9.1687
H -1.2632 -8.3348 -8.5141
H -0.9865 -7.4408 -6.2227
H -2.8519 -7.6326 -4.5882
*
```



Entry from the OMol25 dataset: a cluster of 7 separate species, C60H80N12O16S in total (the ωB97M-V functional and the def2-TZVPD basis).

The calculation puts the frontier orbital gap at 0.268 Ha. As for the SMILES: [H]/N=C(\N)NCCCC[C@](CN)(O[C@H](N=C=S)OCCCC)[C@@H](O)N(CCCCCOC)[C@@H](C)CC.O=[N+]([O-])c1ccccc1.O=[N+]([O-])c1ccccc1.O=[N+]([O-])c1ccccc1.O=[N+]([O-])c1ccccc1.O=[N+]([O-])c1ccccc1.O=[N+]([O-])c1ccccc1.

The geometry in ORCA input format:
```
! wB97M-V def2-TZVPD RIJCOSX def2/J DEFGRID3
* xyz 0 1
H -0.4483 6.6101 6.7253
N -1.2700 6.7157 6.1329
C -1.0373 6.1989 4.9982
N 0.2141 5.5774 4.7074
N -2.0402 6.2432 3.9930
C -2.5093 4.9059 3.5915
C -3.3640 5.0033 2.3384
C -3.8608 3.6206 1.9247
C -2.8495 2.8640 1.0435
C -2.7700 1.3354 1.2997
C -1.9880 0.7387 0.1210
N -0.6625 1.3684 0.0076
O -4.1138 0.8697 1.4668
C -4.7502 0.3536 0.3669
N -4.8695 1.3805 -0.7244
C -4.7941 0.9358 -1.8667
S -4.3117 0.3642 -3.2297
O -6.0006 -0.0947 0.7447
C -6.9028 0.9208 1.1577
C -8.1248 0.2456 1.7605
C -8.9974 1.2482 2.5058
C -8.4929 1.4567 3.9496
C -1.9235 1.1173 2.5881
O -2.6468 1.3557 3.7837
N -1.0843 -0.0717 2.6120
C 0.1588 0.2915 3.2992
C 1.1603 -0.8068 3.6095
C 1.9116 -1.4379 2.4126
C 1.8965 -0.6540 1.0973
C 3.0755 -1.0867 0.1966
O 4.1065 -0.0998 0.2037
C 3.8924 0.9164 -0.7586
C -1.6702 -1.3442 3.0570
C -3.1920 -1.4570 2.9948
C -1.1287 -2.4985 2.1677
C -0.6472 -3.7204 2.9658
H 0.3268 4.7181 5.2276
H 0.3333 5.3953 3.7202
H -1.6851 6.7164 3.1671
H -1.6936 4.1951 3.4267
H -3.1619 4.5491 4.3833
H -2.8621 5.5127 1.5145
H -4.2292 5.6101 2.6036
H -4.1550 3.0586 2.8039
H -4.7673 3.7458 1.3355
H -1.8624 3.3130 1.1050
H -3.1944 3.0199 0.0227
H -1.8855 -0.3382 0.2310
H -2.5057 0.8995 -0.8238
H -0.7608 2.2603 -0.4579
H -0.1116 0.7768 -0.6017
H -4.2524 -0.5262 -0.0412
H -7.2465 1.5320 0.3245
H -6.4704 1.5797 1.9127
H -7.8353 -0.6059 2.3703
H -8.7055 -0.1330 0.9177
H -9.0527 2.1949 1.9744
H -9.9974 0.8296 2.5702
H -9.0960 0.8732 4.6400
H -8.5176 2.4934 4.2705
H -7.4745 1.0876 4.0546
H -1.2205 1.9383 2.5289
H -3.5761 1.1466 3.6582
H 0.6823 1.0602 2.7361
H -0.0956 0.7608 4.2610
H 0.7411 -1.6162 4.2012
H 1.9098 -0.3497 4.2533
H 2.9571 -1.5471 2.7024
H 1.5673 -2.4462 2.1936
H 2.0279 0.4106 1.2483
H 0.9811 -0.8635 0.5498
H 2.7492 -1.2864 -0.8238
H 3.5456 -1.9757 0.6094
H 3.3824 1.7645 -0.2873
H 3.2458 0.5953 -1.5723
H 4.8426 1.3013 -1.1141
H -1.3879 -1.5870 4.0843
H -3.7321 -0.7884 3.6512
H -3.5333 -1.3924 1.9675
H -3.4325 -2.4679 3.3218
H -1.9486 -2.8651 1.5517
H -0.3772 -2.1341 1.4774
H -0.3161 -3.4590 3.9667
H -1.4976 -4.3877 3.1041
H 0.0988 -4.2989 2.4296
O 7.5539 4.2634 4.0339
N 8.4339 3.4600 3.8001
O 9.5833 3.5736 4.1737
C 8.0836 2.2685 3.0129
C 6.7894 2.1210 2.5500
C 6.4712 1.0038 1.7932
C 7.4462 0.0538 1.5167
C 8.7400 0.2137 1.9983
C 9.0634 1.3309 2.7504
H 6.0378 2.8640 2.7707
H 5.4668 0.8716 1.4171
H 7.1931 -0.8145 0.9225
H 9.4973 -0.5289 1.7880
H 10.0677 1.4621 3.1218
O 3.9631 11.9228 4.8730
N 3.1803 11.0744 5.2489
O 2.1739 11.2993 5.8873
C 3.4749 9.6728 4.9067
C 4.6336 9.3845 4.2096
C 4.9186 8.0635 3.9065
C 4.0459 7.0567 4.2977
C 2.8815 7.3656 4.9903
C 2.5913 8.6854 5.3007
H 5.3061 10.1738 3.9101
H 5.8239 7.8180 3.3696
H 4.2782 6.0261 4.0638
H 2.2006 6.5819 5.2902
H 1.6902 8.9358 5.8410
O -1.3463 -0.7683 -3.5981
N -0.1454 -0.8584 -3.4599
O 0.4708 -0.4183 -2.5050
C 0.6195 -1.5455 -4.5095
C -0.0499 -2.0276 -5.6197
C 0.6760 -2.6584 -6.6174
C 2.0511 -2.7994 -6.4888
C 2.7051 -2.3160 -5.3626
C 1.9876 -1.6823 -4.3620
H -1.1196 -1.9124 -5.7108
H 0.1762 -3.0374 -7.4950
H 2.6151 -3.2867 -7.2732
H 3.7759 -2.4294 -5.2651
H 2.4892 -1.3012 -3.4853
O -0.7953 -1.8131 -10.9121
N -0.6275 -2.8320 -10.2811
O 0.2865 -3.0067 -9.4923
C -1.5834 -3.9298 -10.4740
C -2.6115 -3.7692 -11.3850
C -3.5004 -4.8137 -11.5773
C -3.3555 -5.9953 -10.8616
C -2.3214 -6.1327 -9.9454
C -1.4252 -5.0958 -9.7465
H -2.7189 -2.8478 -11.9371
H -4.3094 -4.7079 -12.2861
H -4.0393 -6.8037 -11.0204
H -2.2125 -7.0516 -9.3860
H -0.6174 -5.1990 -9.0375
O 10.4783 -3.6138 5.2717
N 10.6787 -2.4515 4.9924
O 10.9133 -2.0407 3.8733
C 10.6325 -1.4663 6.0850
C 10.3968 -1.9002 7.3756
C 10.3726 -0.9650 8.3977
C 10.5781 0.3804 8.1183
C 10.8048 0.7971 6.8131
C 10.8346 -0.1333 5.7877
H 10.2365 -2.9471 7.5845
H 10.1945 -1.2869 9.4142
H 10.5614 1.1063 8.9202
H 10.9599 1.8444 6.5930
H 11.0139 0.1847 4.7730
O -6.7071 -6.5430 -11.1431
N -6.5060 -7.5502 -10.4970
O -5.5625 -7.7032 -9.7445
C -7.4589 -8.6600 -10.6388
C -8.5186 -8.5236 -11.5160
C -9.4031 -9.5793 -11.6605
C -9.2200 -10.7460 -10.9300
C -8.1535 -10.8595 -10.0479
C -7.2621 -9.8103 -9.8979
H -8.6543 -7.6130 -12.0796
H -10.2347 -9.4923 -12.3455
H -9.9105 -11.5701 -11.0492
H -8.0144 -11.7674 -9.4780
H -6.4294 -9.8912 -9.2159
*
```



Entry from the OMol25 dataset: a structure of composition C60H88BiN5O3 (the ωB97M-V functional and the def2-TZVPD basis).

The calculation puts the frontier orbital gap at 0.173 Ha.

The geometry in ORCA input format:
```
! wB97M-V def2-TZVPD RIJCOSX def2/J DEFGRID3
* xyz -2 1
Bi 0.5352 0.2247 -1.3304
C -0.6179 -7.9593 -2.7571
C 0.0969 -7.5733 -1.4512
C 1.5879 -7.8875 -1.6090
C -0.4433 -8.4413 -0.3019
C -0.1560 -6.0991 -1.1731
C 0.8394 -5.1369 -1.2145
C 0.5895 -3.7919 -1.0251
C 1.7496 -2.8644 -1.2728
N 2.2691 -2.0528 -0.1646
C 1.8718 -2.3791 1.1817
C 0.8291 -1.4144 1.7829
N 1.1882 -0.0248 1.6916
C 2.3445 0.3842 2.4478
C 3.6628 0.5076 1.6379
N 3.4232 0.8268 0.2466
C 3.8920 -0.1776 -0.6957
C 3.6341 -1.6588 -0.3626
C 3.9452 2.1212 -0.1636
C 3.4083 3.3475 0.5374
C 4.2908 4.1033 1.2986
C 3.9046 5.2723 1.9314
C 2.5767 5.6696 1.7935
C 1.6627 4.9887 1.0072
C 2.0892 3.8027 0.3698
O 1.1724 3.0627 -0.2785
C 0.2351 5.4948 0.8007
C -0.0134 6.8493 1.4821
C -0.7672 4.4859 1.3794
C -0.0384 5.6983 -0.6986
C 4.8642 6.1387 2.7397
C 4.4463 6.1236 4.2165
C 4.8095 7.5762 2.2000
C 6.3177 5.6578 2.6574
C 0.0896 0.9440 1.8172
C -1.3425 0.5285 1.5818
C -2.0292 0.0143 2.6676
C -3.4056 -0.1136 2.6832
C -4.0860 0.2888 1.5359
C -3.4573 0.7760 0.4079
C -2.0372 0.9338 0.4106
O -1.4278 1.5196 -0.5723
C -4.2865 1.3258 -0.7544
C -4.2345 2.8590 -0.6513
C -3.7316 0.9118 -2.1229
C -5.7525 0.8689 -0.7035
C -4.1839 -0.4846 3.9372
C -3.2759 -0.9791 5.0681
C -5.2212 -1.5761 3.6499
C -4.9025 0.7803 4.4343
C -0.7385 -3.3095 -0.7849
O -0.9881 -2.0769 -0.6328
C -1.7672 -4.3210 -0.7263
C -1.4525 -5.6426 -0.9355
C -3.2087 -3.8891 -0.4784
C -3.2904 -3.1637 0.8688
C -3.6294 -2.9132 -1.5814
C -4.2098 -5.0561 -0.4602
H -0.4398 -9.0076 -3.0104
H -0.2556 -7.3355 -3.5736
H -1.6901 -7.8010 -2.6595
H 1.7285 -8.9586 -1.7613
H 2.1357 -7.5889 -0.7177
H 2.0040 -7.3658 -2.4673
H -0.3017 -9.5027 -0.5190
H -1.5043 -8.2648 -0.1433
H 0.0790 -8.2043 0.6237
H 1.8599 -5.4289 -1.4298
H 1.4806 -2.1682 -2.0748
H 2.5749 -3.4951 -1.6559
H 2.7577 -2.4083 1.8372
H 1.4128 -3.3786 1.2064
H 0.6637 -1.7344 2.8367
H -0.0989 -1.5425 1.2237
H 2.5326 -0.3062 3.2926
H 2.1524 1.3767 2.8706
H 4.2375 -0.4197 1.7194
H 4.2653 1.2919 2.1193
H 4.9948 -0.0879 -0.8314
H 3.4057 0.0348 -1.6508
H 4.2425 -1.9604 0.5067
H 4.0572 -2.2054 -1.2210
H 3.7365 2.2171 -1.2338
H 5.0504 2.1360 -0.0394
H 5.3066 3.7440 1.3885
H 2.2623 6.5570 2.3176
H 0.0985 6.7803 2.5626
H -1.0366 7.1637 1.2762
H 0.6563 7.6172 1.0949
H -0.4876 4.2219 2.3983
H -0.8022 3.5792 0.7837
H -1.7669 4.9183 1.3959
H 0.7125 6.3551 -1.1399
H -1.0157 6.1596 -0.8371
H -0.0402 4.7545 -1.2327
H 3.4433 6.5223 4.3406
H 5.1353 6.7219 4.8132
H 4.4532 5.1040 4.5972
H 3.8165 7.9985 2.3232
H 5.0494 7.5803 1.1389
H 5.5208 8.2150 2.7238
H 6.4380 4.6980 3.1562
H 6.9703 6.3790 3.1515
H 6.6384 5.5620 1.6225
H 0.3168 1.7546 1.1253
H 0.0982 1.3596 2.8465
H -1.4455 -0.2440 3.5405
H -5.1638 0.2422 1.5493
H -3.2001 3.1787 -0.7464
H -4.6164 3.1932 0.3147
H -4.8273 3.3239 -1.4419
H -2.6733 1.1466 -2.1751
H -4.2552 1.4505 -2.9160
H -3.8626 -0.1549 -2.2820
H -6.2862 1.3027 0.1417
H -5.8037 -0.2159 -0.6392
H -6.2669 1.1801 -1.6134
H -2.6758 -1.8274 4.7442
H -3.8857 -1.2874 5.9201
H -2.6113 -0.1839 5.4022
H -4.7270 -2.4771 3.2973
H -5.9228 -1.2523 2.8863
H -5.7855 -1.8153 4.5532
H -4.1731 1.5639 4.6311
H -5.4543 0.5744 5.3527
H -5.5947 1.1467 3.6807
H -2.2483 -6.3739 -0.9339
H -2.6096 -2.3179 0.8653
H -3.0210 -3.8359 1.6837
H -4.2984 -2.7881 1.0403
H -2.9640 -2.0558 -1.5404
H -4.6588 -2.5795 -1.4335
H -3.5451 -3.3867 -2.5592
H -3.9632 -5.7797 0.3176
H -4.2382 -5.5655 -1.4242
H -5.2109 -4.6711 -0.2542
N 1.9498 3.0479 -2.4629
C 1.3357 2.4724 -1.5316
H 2.3710 3.9664 -2.2530
C 2.9785 1.0845 -4.8914
C 2.0488 0.0033 -5.3615
C 2.1314 -0.5107 -6.6365
C 1.2452 -1.4823 -7.0877
C 0.2556 -1.9303 -6.2208
C 0.1465 -1.4533 -4.9317
C -0.9132 -1.9779 -4.0128
C 1.0587 -0.4682 -4.4449
N 1.0410 0.0103 -3.2202
H 3.1948 1.7903 -5.6958
H 3.9256 0.6661 -4.5384
H 2.5086 1.6053 -4.0570
H 2.8993 -0.1319 -7.3087
H 1.3132 -1.8698 -8.0996
H -0.4490 -2.6868 -6.5579
H -0.5145 -2.7972 -3.4108
H -1.7706 -2.3509 -4.5749
H -1.2451 -1.2121 -3.3125
*
```



In the order shown, the computed highest occupied orbital energy values come out to -5.08; -8.31; -1.22 eV.